{
  "formula": "C6H20N4O7P2W",
  "method": "ωB97M-V/def2-TZVPD",
  "symbols": ["W", "N", "C", "C", "N", "C", "C", "N", "C", "C", "N", "H", "H", "H", "H", "H", "H", "H", "H", "H", "H", "H", "H", "H", "H", "H", "H", "H", "H", "O", "P", "O", "O", "O", "P", "O", "O", "O", "H", "H"],
  "xyz": [[-0.566, -0.217, 0.322], [0.790, -1.655, 1.369], [2.162, -1.800, 0.808], [2.492, -0.509, 0.113], [1.348, -0.109, -0.784], [1.599, 1.315, -1.211], [0.388, 1.833, -1.932], [-0.788, 1.472, -1.099], [1.271, -1.046, -1.971], [-0.135, -1.320, -2.481], [-1.066, -1.586, -1.342], [0.833, -1.198, 2.279], [0.356, -2.557, 1.542], [2.169, -2.656, 0.140], [2.888, -2.001, 1.592], [3.411, -0.572, -0.467], [2.602, 0.286, 0.846], [2.502, 1.363, -1.817], [1.764, 1.888, -0.301], [0.288, 1.397, -2.920], [0.451, 2.910, -2.060], [-1.651, 1.444, -1.636], [-0.966, 2.202, -0.375], [1.725, -1.987, -1.674], [1.883, -0.644, -2.778], [-0.100, -2.167, -3.161], [-0.539, -0.484, -3.040], [-1.020, -2.562, -1.060], [-2.028, -1.446, -1.641], [-0.615, 2.502, 3.760], [-0.979, 1.888, 2.381], [-1.317, 2.827, 1.298], [0.124, 0.849, 2.011], [-2.298, 0.936, 2.736], [-2.764, -0.210, 1.739], [-4.166, -0.661, 2.166], [-2.615, 0.297, 0.291], [-1.722, -1.336, 1.729], [-0.974, 3.378, 3.954], [-4.735, -0.066, 2.677]],
  "charge": 2,
  "lumo_energy_ev": [-6.18, -7.14],
  "spin_multiplicity": 3,
  "homo_lumo_gap_ev": [9.5, 10.2],
  "homo_energy_ev": [-15.7028, -17.3258]
}

***

{
  "formula": "C6H20O4",
  "method": "ωB97M-V/def2-TZVPD",
  "symbols": ["O", "H", "H", "O", "H", "H", "C", "C", "C", "O", "H", "H", "H", "H", "H", "H", "H", "H", "C", "C", "C", "O", "H", "H", "H", "H", "H", "H", "H", "H"],
  "xyz": [[2.658, -2.546, -1.156], [1.984, -2.628, -0.481], [2.253, -2.909, -1.945], [0.506, -2.542, 0.135], [0.616, -1.677, -0.260], [-0.296, -2.470, 0.653], [0.043, -0.740, -2.066], [1.086, 0.086, -1.255], [1.041, 1.692, -1.462], [0.858, -0.213, 0.099], [-0.983, -0.440, -1.849], [0.165, -1.787, -1.791], [0.247, -0.729, -3.136], [2.111, -0.249, -1.414], [1.611, 2.037, -2.325], [1.482, 2.114, -0.559], [-0.027, 1.850, -1.615], [1.534, 0.267, 0.583], [-2.160, 0.827, 2.869], [-1.465, 0.410, 1.495], [-1.020, 1.651, 0.722], [-0.371, -0.446, 1.737], [-2.379, -0.014, 3.527], [-3.019, 1.464, 2.657], [-1.468, 1.526, 3.339], [-2.193, -0.146, 0.905], [-1.965, 2.189, 0.649], [-0.666, 1.483, -0.295], [-0.383, 2.343, 1.272], [0.198, -0.403, 0.966]],
  "lumo_energy_ev": 0.51,
  "homo_lumo_gap_ev": 9.9,
  "homo_energy_ev": -9.3597
}

***

{
  "formula": "C6H20O6",
  "method": "ωB97M-V/def2-TZVPD",
  "symbols": ["O", "C", "C", "O", "H", "H", "H", "H", "H", "H", "O", "C", "C", "O", "H", "H", "H", "H", "H", "H", "C", "O", "H", "H", "H", "H", "C", "O", "H", "H", "H", "H"],
  "xyz": [[1.235, -0.294, -4.155], [0.370, -0.614, -3.103], [-0.914, 0.262, -3.131], [-0.691, 1.668, -3.032], [0.847, -0.634, -4.964], [-0.055, -1.618, -3.136], [0.850, -0.484, -2.133], [-1.665, -0.010, -2.390], [-1.467, 0.093, -4.055], [-0.312, 1.915, -3.879], [0.373, -0.567, 1.206], [1.422, -0.751, 2.205], [1.245, -1.888, 3.163], [0.292, -1.751, 4.176], [0.379, 0.327, 0.856], [2.393, -0.862, 1.723], [1.413, 0.188, 2.758], [2.220, -2.138, 3.582], [0.962, -2.672, 2.461], [0.541, -2.354, 4.881], [-2.896, 0.078, 1.368], [-2.355, -1.198, 0.929], [-3.081, 0.121, 2.441], [-2.288, 0.969, 1.210], [-3.864, 0.372, 0.961], [-1.403, -1.106, 1.021], [1.401, 2.163, -0.041], [0.051, 1.858, -0.001], [2.008, 1.303, 0.240], [1.750, 2.458, -1.031], [1.626, 2.972, 0.654], [-0.388, 2.195, -0.786]],
  "lumo_energy_ev": 0.59,
  "smiles": "OCCO.OCCO.CO.CO",
  "homo_lumo_gap_ev": 10.1,
  "homo_energy_ev": -9.4650
}

***

{
  "formula": "C6H20O7",
  "method": "ωB97M-V/def2-TZVPD",
  "symbols": ["C", "C", "C", "C", "C", "C", "O", "O", "H", "H", "H", "H", "H", "H", "H", "H", "H", "H", "O", "H", "H", "O", "H", "H", "O", "H", "H", "O", "H", "H", "O", "H", "H"],
  "xyz": [[-0.778, -2.819, 2.903], [-0.542, -2.712, 1.581], [-1.530, -3.194, 0.592], [0.742, -2.133, 1.086], [0.552, -0.589, 0.867], [-0.020, -0.376, -0.493], [-1.160, -0.136, -0.832], [0.844, -0.335, -1.541], [-1.669, -3.314, 3.321], [-0.017, -2.447, 3.554], [-2.264, -3.805, 1.170], [-2.128, -2.426, 0.136], [-1.137, -3.853, -0.193], [1.067, -2.564, 0.136], [1.438, -2.316, 1.905], [1.530, -0.076, 1.012], [-0.305, -0.251, 1.482], [1.735, -0.628, -1.196], [-2.803, 2.174, 0.052], [-2.018, 1.620, -0.118], [-3.516, 1.525, 0.047], [3.604, 0.343, -1.673], [3.361, -0.224, -2.409], [3.210, 1.231, -1.799], [0.402, 2.435, 0.038], [0.201, 3.013, 0.786], [-0.171, 2.897, -0.622], [-1.451, 3.584, -1.516], [-2.216, 3.639, -0.897], [-1.630, 2.858, -2.122], [2.436, 2.740, -2.083], [2.483, 3.652, -1.763], [1.750, 2.485, -1.412]],
  "lumo_energy_ev": 0.44,
  "smiles": "C=C(C)CCC(=O)O.O.O.O.O.O",
  "homo_lumo_gap_ev": 9.9,
  "homo_energy_ev": -9.4482
}